Molecular formula: C4H2NO3
Method: DFT, ωB97M-V/def2-TZVPD

M: 112.1 g mol⁻¹
HOMO-LUMO gap: 7.05 eV
ΔE to the lowest compared entry with this formula, charge and spin: 68.9 kcal/mol
Total charge: -1
E: -434.05490 Ha

```
10
Properties=species:S:1:pos:R:3:mulliken_charge:R:1
C -0.7296 0.6488 -0.9373 -0.87
C 0.8498 -1.7117 -0.0305 0.52
C 1.4120 0.6770 0.2098 0.59
C -1.6902 0.4792 -0.1081 -0.28
N 1.1048 -0.6564 0.4580 -0.21
O 0.5623 -2.8234 -0.2385 -0.47
O 2.5517 1.1219 0.3468 -0.62
O 0.4378 1.3221 -0.3581 -0.09
H -1.9015 0.9409 1.0669 0.14
H -2.5971 0.0017 -0.4090 0.29
```